# 1
Entry from the OMol25 dataset: a cluster of 2 separate species, C5H13NO in total at a distorted geometry (wB97M-V/def2-TZVPD).

```
20
Properties=species:S:1:pos:R:3:forces:R:3:nbo_charge:R:1
C -1.388 -0.614 0.888 0.132 1.496 -0.501 -0.63
C -0.067 -0.399 0.195 -0.217 0.992 -0.218 -0.31
C 0.041 0.258 -0.985 0.073 -0.856 0.175 0.21
C -0.802 1.395 -1.468 -1.463 -0.920 -0.482 -0.67
N 0.944 -0.226 -1.945 0.886 1.147 -0.585 -0.61
C 0.939 -1.622 -2.239 -1.154 -2.601 0.662 -0.41
H -2.157 -0.197 0.232 -0.129 -0.302 -0.048 0.20
H -1.525 -0.037 1.805 0.159 -0.606 0.471 0.20
H -1.564 -1.685 0.961 -0.122 0.047 0.481 0.22
H 0.859 -0.732 0.634 0.019 -1.103 -0.209 0.21
H -1.412 1.021 -2.303 0.063 0.242 -0.164 0.21
H -1.537 1.738 -0.740 0.358 0.105 0.207 0.23
H -0.230 2.235 -1.848 0.324 0.033 0.151 0.23
H 0.826 0.248 -2.827 0.219 0.494 0.148 0.36
H -0.070 -2.025 -2.467 -0.091 0.486 -0.064 0.16
H 1.196 -2.267 -1.394 0.418 0.487 0.096 0.20
H 1.530 -2.001 -3.069 0.525 0.864 -0.115 0.21
O 1.745 1.343 5.537 -0.271 0.295 0.151 -0.93
H 1.350 1.758 4.764 0.095 -0.108 -0.121 0.47
H 1.320 1.810 6.269 0.176 -0.190 -0.035 0.47
```
Positions in Å, forces in eV/Å.

## Properties
Lowest unoccupied orbital energy = 0.0305 hartree
SMILES = C/C=C(\C)NC.O
M = 103.16 g/mol
ΔE to the lowest compared entry with this formula, charge and spin = 52.92 kcal per mole
Orbital gap = 8.28 eV
F_max = 2.92 eV/Å

# 2
Entry from the OMol25 dataset: a cluster of 2 separate species, C5H13NO in total at a distorted geometry (wB97M-V/def2-TZVPD).

```
20
Properties=species:S:1:pos:R:3:forces:R:3:nbo_charge:R:1
C -0.677 2.005 -1.754 -0.762 0.593 0.451 -0.42
C -0.405 0.800 -2.224 0.477 0.184 0.108 -0.16
C 0.441 -0.227 -1.530 -1.351 -0.390 0.558 -0.45
C 1.364 0.202 -0.397 -0.119 0.580 -0.068 -0.42
C 0.866 -0.114 1.008 0.114 -0.449 -0.005 -0.22
N 0.721 -1.552 1.281 -0.221 0.272 0.233 -0.86
H -1.465 2.652 -2.129 0.252 -0.175 -0.674 0.20
H -0.292 2.431 -0.836 0.334 -0.440 0.140 0.19
H -0.817 0.472 -3.172 -0.294 0.025 0.089 0.20
H 0.886 -0.884 -2.233 1.154 -0.157 -1.017 0.22
H -0.304 -0.963 -1.177 -0.100 0.299 0.447 0.21
H 2.341 -0.244 -0.587 0.125 0.030 0.326 0.21
H 1.485 1.287 -0.410 0.223 0.026 -0.318 0.21
H 1.521 0.336 1.748 0.373 -0.166 0.093 0.20
H -0.087 0.368 1.221 -0.248 0.049 -0.436 0.20
H 1.620 -2.002 1.397 0.095 0.070 0.017 0.36
H 0.287 -1.982 0.474 -0.110 -0.176 0.060 0.35
O -2.043 -0.595 2.565 0.592 -1.063 0.467 -0.94
H -2.286 -1.398 3.055 -0.693 0.426 -0.039 0.46
H -1.114 -0.861 2.446 0.159 0.461 -0.431 0.48
```
Positions in Å, forces in eV/Å.

## Properties
Lowest unoccupied orbital energy = 0.0363 hartree
SMILES = C=CCCCN.O
M = 103.16 g/mol
ΔE to the lowest compared entry with this formula, charge and spin = 37.01 kcal per mole
Orbital gap = 10.55 eV
F_max = 1.55 eV/Å

# 3
Entry from the OMol25 dataset: an isolated molecule of C5H13NO at a distorted geometry (wB97M-V/def2-TZVPD).

```
20
Properties=species:S:1:pos:R:3:forces:R:3:nbo_charge:R:1
C -0.721 0.301 2.269 -1.205 -2.057 -0.588 -0.64
C 0.194 -0.412 1.261 1.083 -0.041 0.753 -0.06
N 1.528 -0.830 1.835 -1.211 0.463 -1.509 -0.85
C 0.499 0.640 0.197 0.833 2.008 -0.103 -0.42
C -0.583 0.747 -0.879 0.325 0.315 0.559 -0.42
C -0.678 -0.527 -1.804 0.231 3.663 -0.023 -0.08
O -0.180 0.110 -3.021 -0.216 -2.173 -0.235 -0.72
H -0.168 1.167 2.599 -0.825 0.640 0.166 0.21
H -1.715 0.310 1.762 0.662 1.675 -0.047 0.22
H -1.109 -0.308 3.088 1.059 -0.289 0.539 0.21
H -0.385 -1.235 0.806 0.683 -0.022 0.173 0.18
H 1.580 -1.592 2.486 -0.528 0.009 0.389 0.37
H 1.818 0.040 2.237 0.840 0.061 0.683 0.34
H 1.495 0.657 -0.278 -0.279 -1.648 -0.239 0.23
H 0.760 1.695 0.626 -1.466 -1.424 0.127 0.20
H -1.579 1.006 -0.451 0.713 -0.151 -0.218 0.20
H -0.200 1.622 -1.471 -1.007 -0.965 0.011 0.24
H -1.712 -0.805 -1.925 -0.442 -0.259 -0.161 0.16
H -0.112 -1.376 -1.455 0.565 -0.187 -0.037 0.17
H -0.191 -0.599 -3.680 0.185 0.382 -0.240 0.46
```
Positions in Å, forces in eV/Å.

## Properties
Lowest unoccupied orbital energy = 0.0360 hartree
SMILES = C[C@H](N)CCCO
M = 103.16 g/mol
ΔE to the lowest compared entry with this formula, charge and spin = 51.67 kcal per mole
Orbital gap = 10.06 eV
F_max = 3.67 eV/Å

# 4
Entry from the OMol25 dataset: a structure of composition C5H13NO at a distorted geometry (wB97M-V/def2-TZVPD).

```
20
Properties=species:S:1:pos:R:3:forces:R:3:nbo_charge:R:1
C -0.827 -0.528 2.330 -0.234 1.666 -1.812 -0.64
C 1.064 1.125 1.995 -0.319 -3.505 -0.094 -0.43
C 1.326 0.803 -1.901 -3.972 0.818 2.540 -0.43
C -0.995 -1.816 -1.724 2.057 1.805 -2.061 -0.26
C -0.250 0.864 1.986 1.007 -0.938 0.307 -0.14
N -0.159 0.427 -1.493 -0.625 2.961 -0.506 -0.37
O -0.742 -0.568 -2.435 0.926 2.188 -0.023 -0.45
H -0.855 -0.396 3.384 -0.507 -0.785 1.095 0.22
H -1.822 -0.807 1.878 1.040 0.575 0.557 0.21
H -0.084 -1.226 2.029 0.472 -0.963 0.053 0.21
H 1.813 0.275 1.985 -1.093 0.723 0.113 0.18
H -0.764 1.551 -1.527 1.858 -4.716 -0.452 0.33
H 1.563 2.017 2.130 0.348 2.248 -0.220 0.20
H 1.732 -0.102 -2.167 1.275 -1.760 -1.064 0.20
H 1.294 1.606 -2.605 0.514 0.160 -0.696 0.19
H 1.712 1.116 -0.918 0.156 0.097 -0.528 0.21
H -0.064 -2.428 -1.839 -0.957 0.112 0.604 0.17
H -1.807 -2.177 -2.318 -0.664 -0.851 0.312 0.19
H -1.183 -1.386 -0.785 -0.607 -0.852 1.881 0.21
H -0.952 1.651 1.995 -0.675 1.016 -0.005 0.19
```
Positions in Å, forces in eV/Å.

## Properties
Lowest unoccupied orbital energy = 0.0380 hartree
M = 103.16 g/mol
ΔE to the lowest compared entry with this formula, charge and spin = 134.79 kcal per mole
Orbital gap = 10.03 eV
F_max = 5.09 eV/Å

Look up the F_max of the fourth one.
5.09 eV/Å